The following is a DFT calculation (ωB97M-V/def2-TZVPD) of 10 unconnected molecules or ions with the total composition C24H58Br2O8 in a non-equilibrium geometry.

Geometry as XYZ:
```
92
Properties=species:S:1:pos:R:3:forces:R:3
C -1.2007 6.1155 0.7632 0.295 0.284 0.606
C -1.9643 5.6571 -0.2907 -0.179 -0.160 -0.422
C -2.3515 4.3271 -0.3413 0.053 -0.477 0.140
C -1.9835 3.4612 0.6827 -0.593 0.208 0.511
C -1.3061 3.9513 1.7913 0.155 -0.144 -0.226
C -0.8817 5.2712 1.8231 -0.116 -0.264 -0.039
H -0.8577 7.1425 0.8105 -0.116 0.013 -0.140
H -2.2948 6.3089 -1.0895 0.185 0.151 0.049
H -2.9546 3.9587 -1.1618 0.022 0.080 -0.031
H -2.3478 2.4417 0.7510 0.107 -0.024 -0.418
H -1.1143 3.2671 2.6081 0.118 0.135 0.064
H -0.3213 5.6178 2.6825 0.011 0.170 -0.088
Br -1.5032 -2.0271 -3.6278 -0.135 -0.151 0.117
C -1.0541 -1.7841 -5.4919 0.043 0.216 -0.290
C 0.1687 -2.5963 -5.8165 0.229 -0.219 0.025
Br 0.8662 -2.1294 -7.5690 -0.079 0.055 -0.097
H -0.8914 -0.7193 -5.6267 0.089 0.005 0.014
H -1.9012 -2.0860 -6.1000 -0.072 -0.029 0.092
H -0.0526 -3.6583 -5.8557 -0.033 -0.009 0.043
H 0.9839 -2.4301 -5.1207 -0.042 0.102 0.066
C 1.6520 3.7701 -0.1005 0.440 -0.230 0.619
C 2.8162 3.7745 -1.0509 -0.111 0.336 -0.907
O 3.9885 4.0977 -0.3132 -0.038 -0.191 0.022
H 1.7958 2.9836 0.6471 -0.116 -0.107 -0.150
H 0.6993 3.6175 -0.6021 -0.056 0.118 -0.006
H 1.6659 4.6977 0.4719 -0.268 0.139 -0.211
H 2.6476 4.5223 -1.8456 0.034 0.080 0.252
H 2.8994 2.8314 -1.6093 0.162 -0.153 0.415
H 4.7632 3.9762 -0.8680 -0.030 -0.014 -0.042
C 0.2845 2.5776 5.1801 -0.169 -0.218 -0.110
C 1.0302 1.8699 4.0703 -0.019 -0.085 -0.061
O 1.7819 0.7861 4.6465 -0.177 0.228 -0.172
H 0.9781 3.0720 5.8568 -0.020 0.049 0.031
H -0.3221 1.8667 5.7437 0.091 -0.035 0.033
H -0.4078 3.3066 4.7557 0.130 0.133 0.039
H 1.6899 2.5669 3.5438 0.094 -0.063 0.075
H 0.3322 1.4706 3.3235 -0.035 -0.006 0.088
H 2.3450 0.4181 3.9580 0.072 -0.048 -0.034
C -2.0799 1.8647 -3.7133 -0.466 -0.455 0.747
C -1.4197 2.4841 -4.8956 0.499 0.550 -0.386
O -2.2079 3.5937 -5.3321 -0.076 -0.210 -0.036
H -2.3911 2.6286 -2.9998 0.213 0.090 -0.002
H -1.4040 1.1745 -3.2020 -0.007 0.031 -0.040
H -2.9854 1.3028 -3.9530 0.070 0.019 -0.249
H -1.2695 1.7524 -5.7002 -0.170 0.060 -0.056
H -0.4192 2.8435 -4.6237 -0.049 -0.047 0.090
H -1.6726 4.1633 -5.8902 0.013 -0.060 -0.051
C 1.6830 -5.2775 0.6697 0.064 0.479 0.192
C 0.3228 -5.4475 0.0382 0.008 -0.550 0.032
O 0.0881 -4.4674 -0.9788 -0.042 -0.178 0.042
H 1.8079 -4.2618 1.0561 -0.154 -0.056 0.067
H 2.4942 -5.4183 -0.0456 -0.085 -0.241 -0.022
H 1.7856 -5.9694 1.5061 0.129 -0.053 -0.041
H -0.4751 -5.3892 0.7837 0.059 0.276 -0.008
H 0.2475 -6.4603 -0.3758 -0.033 0.154 -0.144
H 0.0440 -4.9172 -1.8254 -0.025 0.160 -0.090
C -3.3819 -3.0463 -0.2745 0.386 -0.261 0.124
C -4.0806 -1.8123 0.2402 0.012 0.163 0.040
O -3.3808 -0.6543 -0.2459 -0.172 -0.285 0.021
H -3.2179 -2.9895 -1.3502 -0.110 0.034 -0.034
H -3.9417 -3.9581 -0.0565 -0.149 0.122 0.000
H -2.4049 -3.1697 0.2004 -0.006 0.112 -0.081
H -4.0797 -1.8083 1.3361 -0.015 0.005 -0.023
H -5.1264 -1.8022 -0.0838 0.063 0.076 -0.092
H -3.9768 0.0975 -0.2067 -0.009 0.047 0.041
C -0.5207 -2.3693 3.6720 -0.031 -0.171 -0.092
C -0.4140 -2.2145 5.1809 0.032 0.149 -0.030
O -0.4441 -0.8593 5.5905 -0.073 0.054 -0.158
H -1.4916 -2.0316 3.3060 0.028 0.157 0.040
H -0.4175 -3.4166 3.3762 0.052 -0.038 0.059
H 0.2658 -1.8087 3.1593 -0.019 0.025 0.025
H 0.4993 -2.6960 5.5508 -0.021 -0.063 -0.042
H -1.2641 -2.6909 5.6700 0.027 -0.071 0.012
H 0.3074 -0.4003 5.1809 0.088 -0.015 0.178
C 0.1251 0.3782 -0.0776 -0.958 0.395 -0.601
C -0.2296 -1.0848 -0.1942 0.603 -0.471 0.179
O 0.9711 -1.8372 -0.4013 0.216 -0.054 -0.072
H 0.1404 0.7600 0.9404 0.358 -0.100 0.068
H -0.6824 0.9153 -0.5897 0.119 0.219 0.169
H 1.0336 0.6144 -0.6292 0.169 -0.071 0.211
H -0.8922 -1.2541 -1.0390 -0.142 0.037 0.052
H -0.7088 -1.4461 0.7176 -0.234 0.052 -0.023
H 0.7387 -2.7416 -0.6642 -0.082 0.029 0.021
C 4.3669 -3.0825 -0.5073 -0.382 -0.078 -0.520
C 4.1876 -2.4206 0.8326 0.359 -0.300 0.595
O 3.4671 -1.2167 0.7539 0.031 0.166 -0.010
H 4.8852 -4.0399 -0.4346 0.131 0.071 0.050
H 4.8926 -2.4187 -1.1946 0.130 -0.064 0.024
H 3.3861 -3.2829 -0.9565 0.075 0.006 0.046
H 5.1659 -2.1968 1.2709 -0.056 0.185 -0.105
H 3.7360 -3.1317 1.5457 -0.181 0.130 -0.144
H 2.6601 -1.3778 0.2343 -0.113 -0.039 0.170
```
Forces are in eV/Å.

As for the SMILES: c1ccccc1.BrCCBr.CCO.CCO.CCO.CCO.CCO.CCO.CCO.CCO. As for the energy relative to the best compared isomer or geometry (same formula, charge and spin): 0.00 kJ/mol. The calculation puts the HOMO-LUMO gap at 9.58 eV. Its electronic energy is -6699.11159 hartree.

***

The following is a DFT calculation (ωB97M-V/def2-TZVPD) of 8 unconnected molecules or ions with the total composition C24H58N6O6 in a non-equilibrium geometry.

Geometry as XYZ:
```
94
Properties=species:S:1:pos:R:3:forces:R:3
C 14.3972 9.8475 24.5593 -0.982 0.732 -0.745
C 13.7272 10.1215 23.1542 1.383 0.039 0.380
C 14.0628 9.0431 22.1306 -0.008 -0.676 0.802
C 13.2637 9.0887 20.8205 0.317 -0.743 0.792
C 13.4986 7.8878 19.9141 -0.280 -1.629 0.477
C 13.3493 6.4090 20.5365 0.790 1.582 -0.069
H 14.3132 8.8477 24.9852 -0.092 -0.053 -0.319
H 13.9622 10.5507 25.2695 0.022 -0.053 0.180
H 15.4421 10.1359 24.4454 0.139 -0.338 0.182
H 12.6876 10.4459 23.1071 -0.193 -0.484 0.548
H 14.2835 11.0180 22.8805 -0.116 0.433 -0.472
H 13.8339 8.0694 22.5636 -0.781 -0.127 0.242
H 15.1384 8.8738 22.1807 0.513 0.677 -1.067
H 12.2605 9.0495 21.2451 -0.450 0.157 -0.569
H 13.3517 9.9793 20.1982 0.177 0.335 0.280
H 12.8162 7.9400 19.0657 -0.067 0.068 -0.029
H 14.5038 7.9492 19.4969 0.063 -0.047 -0.037
H 14.1717 6.1773 21.2132 0.398 0.134 -0.185
H 12.4972 6.2442 21.1959 -0.510 0.170 -0.588
H 13.4167 5.7078 19.7047 -0.353 -0.112 0.203
C 16.9047 6.5845 15.5982 2.001 -0.272 0.188
C 17.7363 6.9764 16.8667 -1.498 0.110 -1.046
C 18.1971 8.4401 16.8326 0.373 -0.951 1.744
C 19.1807 8.7130 18.0129 -0.753 0.829 0.722
C 18.5957 9.3479 19.3593 1.101 -0.209 -1.218
C 17.3238 8.7578 19.9370 -0.412 -0.370 -0.321
H 16.3244 5.6876 15.8144 -0.436 0.362 -0.251
H 17.6596 6.2900 14.8692 -0.078 -0.214 -0.326
H 16.4038 7.4156 15.1018 -0.549 -0.113 0.523
H 17.0212 6.8695 17.6824 0.249 0.109 0.461
H 18.5148 6.2328 17.0373 0.212 0.200 -0.119
H 17.2587 8.9710 16.9926 0.185 0.649 -0.305
H 18.7054 8.7685 15.9259 -0.373 -0.303 -0.240
H 19.7493 7.8292 18.3021 -0.068 -0.210 -0.333
H 19.8840 9.4486 17.6224 0.313 -0.037 0.301
H 19.3859 9.2692 20.1060 0.137 -0.307 0.139
H 18.6330 10.4191 19.1610 -0.962 0.256 0.143
H 17.0096 9.1992 20.8828 0.181 0.116 -0.005
H 16.4507 8.7749 19.2847 0.071 0.502 -0.290
H 17.4267 7.6855 20.1037 0.367 -0.095 0.236
O 21.1006 17.7215 18.8599 0.173 -1.428 0.011
C 21.3653 16.5137 18.7608 0.995 2.271 -0.325
N 20.5445 15.5927 19.3008 -0.574 -0.568 0.370
C 22.7010 16.0536 18.1524 -1.363 -0.551 0.619
H 19.7743 15.9782 19.8283 -0.279 0.044 -0.223
H 20.5214 14.5928 19.1604 0.592 0.297 -0.192
H 23.4008 16.8748 17.9978 -0.330 -0.134 0.019
H 22.4774 15.5031 17.2386 0.278 0.072 -0.150
H 23.0503 15.3347 18.8936 0.589 -0.053 -0.211
O 11.7372 14.3393 24.1744 1.243 -0.205 0.328
C 12.9189 14.2178 24.5650 -3.650 4.305 -5.358
N 13.2188 13.5152 25.5521 2.071 -3.549 4.723
C 13.9764 15.0597 23.8954 0.913 0.475 0.103
H 12.4669 13.1529 26.1208 0.203 -0.326 -0.142
H 14.1804 13.2549 25.7186 -0.273 0.121 0.409
H 14.7552 15.4032 24.5762 0.143 -0.381 0.314
H 13.5594 16.0063 23.5516 -0.429 -0.406 -0.325
H 14.5141 14.5364 23.1048 -0.242 -0.032 -0.067
O 18.2810 16.4514 20.8813 0.207 1.310 0.347
C 18.4927 17.2367 21.8394 -1.472 -0.979 -1.274
N 18.2669 16.6951 23.0555 0.673 0.980 0.545
C 18.7953 18.7233 21.7266 1.078 -0.101 1.148
H 17.8729 15.7654 23.0756 -0.058 -0.023 0.182
H 18.6349 17.1148 23.8972 -0.349 -0.015 -0.068
H 18.2872 19.3467 20.9909 -0.293 -0.736 -0.089
H 19.8608 18.8906 21.5694 0.165 -0.376 -0.503
H 18.6819 19.1616 22.7182 -0.479 0.111 -0.002
O 16.7424 13.9990 22.6230 0.266 -1.212 -0.621
C 17.6895 13.1969 22.3978 0.607 -0.235 0.476
N 18.9225 13.6862 22.1878 -0.884 -0.572 -0.136
C 17.6196 11.6142 22.4577 0.470 1.624 -0.326
H 19.6834 13.0609 21.9637 0.349 -0.149 -0.025
H 19.0204 14.6800 22.0365 0.081 -0.093 -0.139
H 16.6592 11.2138 22.1333 -0.030 0.144 0.377
H 17.9308 11.3026 23.4548 -0.561 0.057 0.219
H 18.4082 11.1994 21.8298 -0.066 0.172 -0.296
O 13.8712 15.3200 19.1947 -2.767 1.448 -2.081
C 14.5594 14.6610 19.9696 -1.815 -3.692 -0.586
N 15.6730 15.0771 20.2511 4.781 3.099 1.402
C 14.2057 13.2889 20.3245 -2.147 -1.488 0.242
H 15.9517 15.9667 19.8625 0.647 0.257 0.324
H 16.0957 14.7279 21.0993 1.140 -0.341 0.751
H 13.1501 13.2707 20.5958 -0.003 -0.132 0.494
H 14.8362 12.8204 21.0802 0.053 0.577 0.141
H 14.2172 12.6323 19.4546 0.334 0.310 -0.364
O 21.0125 11.8573 21.6346 1.171 -1.141 0.881
C 21.9194 11.0134 21.8675 -5.189 -0.018 -0.235
N 23.1543 11.3054 21.6320 3.556 -0.193 0.142
C 21.5296 9.5826 22.3295 0.812 0.334 -0.505
H 23.8352 10.5605 21.6720 0.024 0.151 0.235
H 23.5253 12.2258 21.8197 -0.346 0.107 -0.550
H 22.3200 9.1260 22.9252 -0.090 0.216 0.343
H 21.4571 8.9023 21.4809 -0.171 0.234 -0.330
H 20.5710 9.5579 22.8478 0.214 0.291 -0.029
```
Forces are in eV/Å.

The net charge is +1. The spin multiplicity is 2. The calculation puts the HOMO-LUMO gap (alpha / beta) at 8.71 / 3.60 eV. Its electronic energy is -1728.96512 hartree.

***

Among the records above, which one has the highest electronic energy? C24H58N6O6

***

Among the records above, which one has the lowest electronic energy? C24H58Br2O8

***

Among the records above, which one has the highest electronic energy? C24H58N6O6

***

Which of these has the lowest electronic energy? C24H58Br2O8